This record from the Open Molecules 2025 dataset describes a structure of composition C9H8AlF6O2 at a distorted geometry. The level of theory is ωB97M-V with the def2-TZVPD basis set.

```
! wB97M-V def2-TZVPD RIJCOSX def2/J DEFGRID3
* xyz -1 1
Al 1.98 0.64 -0.30
F -3.18 1.43 -1.68
F 1.81 -2.29 -0.04
F -4.30 -0.45 -1.85
F -4.75 0.97 -0.11
F 1.20 1.88 -1.39
F 0.88 -1.42 -1.97
O 3.65 2.58 0.42
O 4.50 1.95 -0.47
C -2.92 -0.68 1.30
C -1.38 -0.43 -0.67
C -2.69 -0.24 -0.06
C 1.05 -1.21 -0.56
C -1.88 -1.34 2.09
C -0.34 -1.08 0.14
C -3.79 0.44 -0.94
C 4.00 0.56 -0.56
C -0.56 -1.55 1.50
H 4.31 0.17 -1.57
H 0.27 -2.04 2.07
H -1.15 -0.09 -1.71
H 3.19 3.32 -0.03
H 4.51 0.01 0.29
H 1.61 1.06 1.21
H -2.10 -1.66 3.13
H -3.92 -0.50 1.78
*
```

- gap between HOMO and LUMO (hartree) = 0.3041

For each atom in turn, the natural (NBO) charge in e is:
1 Al 1.49
2 F -0.33
3 F -0.39
4 F -0.33
5 F -0.33
6 F -0.78
7 F -0.40
8 O -0.47
9 O -0.31
10 C -0.26
11 C -0.22
12 C -0.07
13 C 0.26
14 C -0.22
15 C -0.06
16 C 0.96
17 C -0.64
18 C -0.20
19 H 0.18
20 H 0.24
21 H 0.26
22 H 0.46
23 H 0.17
24 H -0.46
25 H 0.21
26 H 0.22

---

This record from the Open Molecules 2025 dataset describes a structure of composition C9H8AuN13O2 at a distorted geometry. The level of theory is ωB97M-V with the def2-TZVPD basis set.

```
! wB97M-V def2-TZVPD RIJCOSX def2/J DEFGRID3
* xyz 0 1
Au 0.89 -0.45 0.37
O 2.31 1.36 0.13
O 3.25 -0.59 0.37
N -0.28 0.87 -3.46
N -0.50 -2.08 0.38
N -0.74 -2.42 2.76
N 0.07 -0.99 4.48
N -1.79 -3.64 -0.24
N -1.81 -3.69 1.07
N -1.57 2.73 -1.26
N -1.04 -2.70 -0.67
N 0.59 -0.21 -1.77
N 0.77 -0.54 2.46
N -0.68 1.33 0.17
N 0.86 0.05 4.48
N 1.29 0.33 3.31
C -1.90 3.16 -0.01
C 1.01 -0.81 -2.91
C -0.81 1.61 -1.11
C -1.33 2.28 0.86
C 0.47 -0.15 -3.97
C 3.31 0.65 0.26
C 0.01 -1.37 3.20
C -0.19 0.80 -2.11
C -1.00 -2.72 1.46
H -1.85 3.17 -2.12
H -2.50 4.03 0.16
H 1.64 -1.67 -2.88
H -0.80 1.54 -4.00
H 4.31 1.12 0.25
H 0.55 -0.32 -5.02
H -1.32 2.28 1.94
H -1.22 -2.96 3.46
*
```

- gap between HOMO and LUMO (hartree) = 0.2116
- relative energy (zero: lowest compared OMol25 entry of this formula, charge and spin) (eV) = 1.823

For each atom in turn, the natural (NBO) charge in e is:
1 Au 1.51
2 O -0.68
3 O -0.71
4 N -0.48
5 N -0.43
6 N -0.58
7 N -0.34
8 N -0.07
9 N -0.35
10 N -0.49
11 N -0.14
12 N -0.45
13 N -0.39
14 N -0.48
15 N -0.07
16 N -0.11
17 C -0.06
18 C -0.04
19 C 0.26
20 C -0.06
21 C -0.08
22 C 0.63
23 C 0.44
24 C 0.34
25 C 0.44
26 H 0.42
27 H 0.23
28 H 0.25
29 H 0.43
30 H 0.13
31 H 0.24
32 H 0.24
33 H 0.44

---

This record from the Open Molecules 2025 dataset describes a structure of composition C9H8BeF6N2SSb. The level of theory is ωB97M-V with the def2-TZVPD basis set.

```
! wB97M-V def2-TZVPD RIJCOSX def2/J DEFGRID3
* xyz 0 2
Sb -0.89 3.36 -1.51
S 1.08 1.19 1.72
F 0.59 3.00 -2.62
F -0.37 1.55 -0.65
F 0.24 4.15 -0.25
F -2.31 3.32 -0.28
F -1.90 2.19 -2.62
F -1.40 4.94 -2.35
N 0.45 -1.57 0.73
N -0.82 -0.68 -1.33
C -0.77 -2.10 -1.21
C -0.07 -2.54 -0.07
C -1.18 -4.39 -1.80
C 0.79 -4.27 1.36
C 0.08 -3.92 0.20
C -1.31 -3.02 -2.06
C 1.11 -1.94 1.81
C 1.31 -3.28 2.16
C -0.50 -4.84 -0.70
Be 0.13 0.30 0.18
H 1.86 -3.52 3.06
H -0.40 -0.35 -2.20
H 0.93 -5.32 1.61
H -1.85 -2.68 -2.94
H -1.77 -0.33 -1.36
H -0.40 -5.90 -0.51
H -1.62 -5.10 -2.49
H 1.50 -1.14 2.42
*
```

- gap between HOMO and LUMO (spin up / spin down) (hartree) = 0.2856 / 0.2679

For each atom in turn, the Löwdin charge in e is:
1 Sb 1.44
2 S 0.28
3 F -0.35
4 F -0.37
5 F -0.33
6 F -0.34
7 F -0.36
8 F -0.33
9 N 0.06
10 N 0.10
11 C -0.21
12 C -0.15
13 C -0.06
14 C 0.01
15 C -0.14
16 C 0.00
17 C -0.12
18 C -0.02
19 C -0.02
20 Be -0.01
21 H 0.11
22 H 0.13
23 H 0.13
24 H 0.12
25 H 0.13
26 H 0.12
27 H 0.11
28 H 0.05

---

This record from the Open Molecules 2025 dataset describes a cluster of 4 separate species, C9H8Br9NO2 in total at a distorted geometry. The level of theory is ωB97M-V with the def2-TZVPD basis set.

```
! wB97M-V def2-TZVPD RIJCOSX def2/J DEFGRID3
* xyz 0 1
Br 1.23 -1.40 2.12
Br 5.24 -3.78 -0.87
Br 5.73 -0.93 0.80
Br 1.21 -3.16 -0.73
Br -0.40 2.04 -3.07
Br 2.10 0.10 -0.73
Br 0.24 -1.07 -4.14
Br 4.84 -3.56 2.55
Br -2.78 -0.35 -2.68
O -4.75 2.79 -1.12
O -5.44 0.95 -0.04
N -4.64 1.85 -0.34
C -0.75 0.06 -2.74
C -3.30 1.68 0.30
C -3.00 0.64 1.17
C -1.69 0.48 1.70
C -0.70 1.41 1.38
C 2.07 -1.60 0.33
C -2.29 2.60 0.06
C 5.88 -2.95 0.87
C -1.01 2.43 0.58
H -0.35 -0.20 -1.76
H 0.33 1.22 1.63
H 3.07 -1.96 0.58
H -1.39 -0.34 2.33
H 6.92 -3.28 0.92
H -3.74 -0.14 1.30
H -2.47 3.40 -0.64
H -0.20 3.07 0.26
*
```

- gap between HOMO and LUMO (hartree) = 0.3105
- relative energy (zero: lowest compared OMol25 entry of this formula, charge and spin) (eV) = 1.400
- SMILES = O=[N+]([O-])c1ccccc1.BrC(Br)Br.BrC(Br)Br.BrC(Br)Br

For each atom in turn, the natural (NBO) charge in e is:
1 Br 0.08
2 Br 0.08
3 Br 0.07
4 Br 0.05
5 Br 0.06
6 Br 0.09
7 Br 0.07
8 Br 0.06
9 Br 0.06
10 O -0.35
11 O -0.38
12 N 0.51
13 C -0.39
14 C 0.09
15 C -0.21
16 C -0.21
17 C -0.20
18 C -0.42
19 C -0.21
20 C -0.40
21 C -0.22
22 H 0.20
23 H 0.22
24 H 0.20
25 H 0.22
26 H 0.22
27 H 0.24
28 H 0.24
29 H 0.22

---

Copy entry 2 word for word.
This record from the Open Molecules 2025 dataset describes a structure of composition C9H8AuN13O2 at a distorted geometry. The level of theory is ωB97M-V with the def2-TZVPD basis set.

```
! wB97M-V def2-TZVPD RIJCOSX def2/J DEFGRID3
* xyz 0 1
Au 0.89 -0.45 0.37
O 2.31 1.36 0.13
O 3.25 -0.59 0.37
N -0.28 0.87 -3.46
N -0.50 -2.08 0.38
N -0.74 -2.42 2.76
N 0.07 -0.99 4.48
N -1.79 -3.64 -0.24
N -1.81 -3.69 1.07
N -1.57 2.73 -1.26
N -1.04 -2.70 -0.67
N 0.59 -0.21 -1.77
N 0.77 -0.54 2.46
N -0.68 1.33 0.17
N 0.86 0.05 4.48
N 1.29 0.33 3.31
C -1.90 3.16 -0.01
C 1.01 -0.81 -2.91
C -0.81 1.61 -1.11
C -1.33 2.28 0.86
C 0.47 -0.15 -3.97
C 3.31 0.65 0.26
C 0.01 -1.37 3.20
C -0.19 0.80 -2.11
C -1.00 -2.72 1.46
H -1.85 3.17 -2.12
H -2.50 4.03 0.16
H 1.64 -1.67 -2.88
H -0.80 1.54 -4.00
H 4.31 1.12 0.25
H 0.55 -0.32 -5.02
H -1.32 2.28 1.94
H -1.22 -2.96 3.46
*
```

- gap between HOMO and LUMO (hartree) = 0.2116
- relative energy (zero: lowest compared OMol25 entry of this formula, charge and spin) (eV) = 1.823

For each atom in turn, the natural (NBO) charge in e is:
1 Au 1.51
2 O -0.68
3 O -0.71
4 N -0.48
5 N -0.43
6 N -0.58
7 N -0.34
8 N -0.07
9 N -0.35
10 N -0.49
11 N -0.14
12 N -0.45
13 N -0.39
14 N -0.48
15 N -0.07
16 N -0.11
17 C -0.06
18 C -0.04
19 C 0.26
20 C -0.06
21 C -0.08
22 C 0.63
23 C 0.44
24 C 0.34
25 C 0.44
26 H 0.42
27 H 0.23
28 H 0.25
29 H 0.43
30 H 0.13
31 H 0.24
32 H 0.24
33 H 0.44

---

Copy entry 4 word for word.
This record from the Open Molecules 2025 dataset describes a cluster of 4 separate species, C9H8Br9NO2 in total at a distorted geometry. The level of theory is ωB97M-V with the def2-TZVPD basis set.

```
! wB97M-V def2-TZVPD RIJCOSX def2/J DEFGRID3
* xyz 0 1
Br 1.23 -1.40 2.12
Br 5.24 -3.78 -0.87
Br 5.73 -0.93 0.80
Br 1.21 -3.16 -0.73
Br -0.40 2.04 -3.07
Br 2.10 0.10 -0.73
Br 0.24 -1.07 -4.14
Br 4.84 -3.56 2.55
Br -2.78 -0.35 -2.68
O -4.75 2.79 -1.12
O -5.44 0.95 -0.04
N -4.64 1.85 -0.34
C -0.75 0.06 -2.74
C -3.30 1.68 0.30
C -3.00 0.64 1.17
C -1.69 0.48 1.70
C -0.70 1.41 1.38
C 2.07 -1.60 0.33
C -2.29 2.60 0.06
C 5.88 -2.95 0.87
C -1.01 2.43 0.58
H -0.35 -0.20 -1.76
H 0.33 1.22 1.63
H 3.07 -1.96 0.58
H -1.39 -0.34 2.33
H 6.92 -3.28 0.92
H -3.74 -0.14 1.30
H -2.47 3.40 -0.64
H -0.20 3.07 0.26
*
```

- gap between HOMO and LUMO (hartree) = 0.3105
- relative energy (zero: lowest compared OMol25 entry of this formula, charge and spin) (eV) = 1.400
- SMILES = O=[N+]([O-])c1ccccc1.BrC(Br)Br.BrC(Br)Br.BrC(Br)Br

For each atom in turn, the natural (NBO) charge in e is:
1 Br 0.08
2 Br 0.08
3 Br 0.07
4 Br 0.05
5 Br 0.06
6 Br 0.09
7 Br 0.07
8 Br 0.06
9 Br 0.06
10 O -0.35
11 O -0.38
12 N 0.51
13 C -0.39
14 C 0.09
15 C -0.21
16 C -0.21
17 C -0.20
18 C -0.42
19 C -0.21
20 C -0.40
21 C -0.22
22 H 0.20
23 H 0.22
24 H 0.20
25 H 0.22
26 H 0.22
27 H 0.24
28 H 0.24
29 H 0.22

---

Please write out number 3 again, unchanged.
This record from the Open Molecules 2025 dataset describes a structure of composition C9H8BeF6N2SSb. The level of theory is ωB97M-V with the def2-TZVPD basis set.

```
! wB97M-V def2-TZVPD RIJCOSX def2/J DEFGRID3
* xyz 0 2
Sb -0.89 3.36 -1.51
S 1.08 1.19 1.72
F 0.59 3.00 -2.62
F -0.37 1.55 -0.65
F 0.24 4.15 -0.25
F -2.31 3.32 -0.28
F -1.90 2.19 -2.62
F -1.40 4.94 -2.35
N 0.45 -1.57 0.73
N -0.82 -0.68 -1.33
C -0.77 -2.10 -1.21
C -0.07 -2.54 -0.07
C -1.18 -4.39 -1.80
C 0.79 -4.27 1.36
C 0.08 -3.92 0.20
C -1.31 -3.02 -2.06
C 1.11 -1.94 1.81
C 1.31 -3.28 2.16
C -0.50 -4.84 -0.70
Be 0.13 0.30 0.18
H 1.86 -3.52 3.06
H -0.40 -0.35 -2.20
H 0.93 -5.32 1.61
H -1.85 -2.68 -2.94
H -1.77 -0.33 -1.36
H -0.40 -5.90 -0.51
H -1.62 -5.10 -2.49
H 1.50 -1.14 2.42
*
```

- gap between HOMO and LUMO (spin up / spin down) (hartree) = 0.2856 / 0.2679

For each atom in turn, the Löwdin charge in e is:
1 Sb 1.44
2 S 0.28
3 F -0.35
4 F -0.37
5 F -0.33
6 F -0.34
7 F -0.36
8 F -0.33
9 N 0.06
10 N 0.10
11 C -0.21
12 C -0.15
13 C -0.06
14 C 0.01
15 C -0.14
16 C 0.00
17 C -0.12
18 C -0.02
19 C -0.02
20 Be -0.01
21 H 0.11
22 H 0.13
23 H 0.13
24 H 0.12
25 H 0.13
26 H 0.12
27 H 0.11
28 H 0.05

---

Copy entry 2 word for word.
This record from the Open Molecules 2025 dataset describes a structure of composition C9H8AuN13O2 at a distorted geometry. The level of theory is ωB97M-V with the def2-TZVPD basis set.

```
! wB97M-V def2-TZVPD RIJCOSX def2/J DEFGRID3
* xyz 0 1
Au 0.89 -0.45 0.37
O 2.31 1.36 0.13
O 3.25 -0.59 0.37
N -0.28 0.87 -3.46
N -0.50 -2.08 0.38
N -0.74 -2.42 2.76
N 0.07 -0.99 4.48
N -1.79 -3.64 -0.24
N -1.81 -3.69 1.07
N -1.57 2.73 -1.26
N -1.04 -2.70 -0.67
N 0.59 -0.21 -1.77
N 0.77 -0.54 2.46
N -0.68 1.33 0.17
N 0.86 0.05 4.48
N 1.29 0.33 3.31
C -1.90 3.16 -0.01
C 1.01 -0.81 -2.91
C -0.81 1.61 -1.11
C -1.33 2.28 0.86
C 0.47 -0.15 -3.97
C 3.31 0.65 0.26
C 0.01 -1.37 3.20
C -0.19 0.80 -2.11
C -1.00 -2.72 1.46
H -1.85 3.17 -2.12
H -2.50 4.03 0.16
H 1.64 -1.67 -2.88
H -0.80 1.54 -4.00
H 4.31 1.12 0.25
H 0.55 -0.32 -5.02
H -1.32 2.28 1.94
H -1.22 -2.96 3.46
*
```

- gap between HOMO and LUMO (hartree) = 0.2116
- relative energy (zero: lowest compared OMol25 entry of this formula, charge and spin) (eV) = 1.823

For each atom in turn, the natural (NBO) charge in e is:
1 Au 1.51
2 O -0.68
3 O -0.71
4 N -0.48
5 N -0.43
6 N -0.58
7 N -0.34
8 N -0.07
9 N -0.35
10 N -0.49
11 N -0.14
12 N -0.45
13 N -0.39
14 N -0.48
15 N -0.07
16 N -0.11
17 C -0.06
18 C -0.04
19 C 0.26
20 C -0.06
21 C -0.08
22 C 0.63
23 C 0.44
24 C 0.34
25 C 0.44
26 H 0.42
27 H 0.23
28 H 0.25
29 H 0.43
30 H 0.13
31 H 0.24
32 H 0.24
33 H 0.44